12
Properties=species:S:1:pos:R:3 method="wB97M-V/def2-TZVPD" gap_ev=9.953 homo_ha=-0.49803 total_charge=+1 largest_force_ev_per_a=5.1 relative_energy_kj_mol=330.4
C 0.68962 1.04129 0.14647
C 0.21360 -1.59194 1.52006
C -0.18197 0.03950 0.14464
N -1.01358 -0.26590 -0.95137
O -0.26273 -2.54995 1.08811
O 0.66127 1.93985 -0.77876
H 1.23316 1.08689 1.12223
H 0.85919 -1.16783 2.39043
H -1.65118 -1.08330 -0.70010
H -0.44379 -0.68054 -1.71908
H -1.47537 0.53185 -1.46282
H 1.37177 2.70010 -0.79980